(one)
# C20H40Br20

A cluster of 10 separate species, C20H40Br20 in total (wB97M-V/def2-TZVPD, the OMol25 dataset).

As for the net charge: 0. Its SMILES is BrCCBr.BrCCBr.BrCCBr.BrCCBr.BrCCBr.BrCCBr.BrCCBr.BrCCBr.BrCCBr.BrCCBr. The HOMO energy is -10.08 eV. For the orbital gap, the calculation gives 10.1262 eV.

Last column: Löwdin charge in e.
Positions of all 80 atoms, in Å:
1 Br 8.72797 -11.63679 -26.47525  0.55
2 C 8.90058 -11.41234 -24.46097  -0.63
3 C 7.94832 -10.36300 -23.92601  -0.62
4 Br 7.80441 -10.48389 -21.93943  0.65
5 H 9.92302 -11.34087 -24.09000  0.01
6 H 8.46813 -12.38853 -24.24157  0.02
7 H 6.95068 -10.37614 -24.36491  0.06
8 H 8.27723 -9.35630 -24.18383  0.06
9 Br 9.24198 -15.27934 -22.26248  0.56
10 C 8.70918 -17.22731 -22.45844  -0.61
11 C 7.38586 -17.47277 -23.23044  -0.66
12 Br 7.53267 -16.64948 -25.04954  0.56
13 H 8.53324 -17.62271 -21.45804  0.00
14 H 9.53182 -17.74327 -22.95357  0.06
15 H 6.57672 -16.93247 -22.73903  -0.01
16 H 7.22539 -18.54980 -23.27887  0.06
17 Br 5.50870 -8.05589 -16.05030  0.59
18 C 5.17273 -9.49992 -17.36553  -0.72
19 C 3.69956 -9.49953 -17.87458  -0.66
20 Br 3.38951 -10.89387 -19.21893  0.62
21 H 5.58408 -10.44327 -17.00637  0.00
22 H 5.86170 -9.36946 -18.20003  -0.02
23 H 3.50605 -8.46929 -18.17334  0.06
24 H 3.04676 -9.67258 -17.01900  0.05
25 Br 11.00638 -13.39224 -17.82135  0.64
26 C 11.68974 -12.13728 -19.10946  -0.68
27 C 11.07226 -12.44324 -20.54772  -0.69
28 Br 11.79172 -11.22885 -21.86863  0.66
29 H 12.77842 -12.16758 -19.06525  0.05
30 H 11.32137 -11.17949 -18.74197  -0.03
31 H 9.98913 -12.35207 -20.62906  0.00
32 H 11.09597 -13.50520 -20.79219  0.01
33 Br 7.99423 -11.49782 -18.15825  0.66
34 C 6.94854 -12.89955 -19.15397  -0.65
35 C 7.51505 -14.29758 -19.09961  -0.62
36 Br 6.26819 -15.34547 -20.24001  0.71
37 H 6.80263 -12.55987 -20.17936  0.00
38 H 5.89611 -12.92972 -18.87187  0.01
39 H 7.60548 -14.66692 -18.07809  -0.02
40 H 8.49376 -14.29708 -19.57943  0.00
41 Br 12.53930 -8.67802 -19.21636  0.61
42 C 10.81329 -7.71035 -19.56474  -0.63
43 C 9.67284 -8.64842 -19.26399  -0.72
44 Br 7.99131 -7.68760 -19.69157  0.61
45 H 10.74022 -7.34996 -20.59085  0.06
46 H 10.76932 -6.85349 -18.89247  0.05
47 H 9.63492 -9.06776 -18.25859  0.03
48 H 9.74265 -9.41613 -20.03460  -0.02
49 Br 2.77875 -16.04257 -16.08374  0.64
50 C 3.87675 -14.62039 -16.86797  -0.67
51 C 5.17617 -14.31195 -16.12228  -0.70
52 Br 4.78134 -13.44768 -14.37285  0.60
53 H 3.24971 -13.72946 -16.83386  0.04
54 H 4.00953 -14.79279 -17.93603  0.03
55 H 5.76985 -13.56783 -16.65325  0.00
56 H 5.67619 -15.20577 -15.74923  -0.02
57 Br 2.61926 -18.01890 -21.32180  0.60
58 C 3.26309 -17.37076 -19.56949  -0.66
59 C 4.25263 -18.50333 -19.07266  -0.60
60 Br 5.81786 -18.71847 -20.31984  0.57
61 H 2.46750 -17.17469 -18.85068  0.03
62 H 3.87761 -16.47641 -19.67245  -0.04
63 H 3.67811 -19.42958 -19.06321  0.05
64 H 4.66864 -18.29441 -18.08707  0.02
65 Br 11.38134 -17.27179 -19.67124  0.60
66 C 10.21368 -17.28679 -18.05872  -0.65
67 C 8.81332 -17.73338 -18.51567  -0.64
68 Br 7.61642 -17.35658 -16.93646  0.61
69 H 10.24021 -16.35913 -17.48701  0.01
70 H 10.63094 -18.08235 -17.44141  0.05
71 H 8.75776 -18.76645 -18.85888  0.06
72 H 8.35620 -17.15128 -19.31586  -0.03
73 Br 8.26368 -14.07206 -15.40382  0.60
74 C 8.59041 -12.84337 -13.78981  -0.54
75 C 9.15481 -11.53181 -14.33270  -0.65
76 Br 9.80698 -10.30713 -12.84505  0.55
77 H 9.15685 -13.39392 -13.03871  0.06
78 H 7.63313 -12.60547 -13.32600  0.03
79 H 8.46973 -10.94091 -14.94065  0.03
80 H 9.94432 -11.77615 -15.04338  0.02

(two)
# C20H40Br20

A cluster of 10 separate species, C20H40Br20 in total (wB97M-V/def2-TZVPD, the OMol25 dataset).

As for the net charge: 0. Its SMILES is BrCCBr.BrCCBr.BrCCBr.BrCCBr.BrCCBr.BrCCBr.BrCCBr.BrCCBr.BrCCBr.BrCCBr. The HOMO energy is -9.98 eV. For the orbital gap, the calculation gives 10.1669 eV.

Last column: Löwdin charge in e.
Positions of all 80 atoms, in Å:
1 Br -0.35333 -0.11638 -3.12890  0.68
2 C -0.05071 0.51648 -1.33378  -0.78
3 C -0.46852 -0.53173 -0.34147  -0.66
4 Br 0.07460 0.04333 1.44687  0.71
5 H -0.58549 1.44277 -1.16263  -0.03
6 H 1.01435 0.70644 -1.25368  -0.03
7 H 0.04286 -1.47589 -0.46088  -0.05
8 H -1.53697 -0.71920 -0.33279  -0.02
9 Br 0.34745 -8.22986 -2.05345  0.61
10 C 1.27741 -6.55626 -1.63917  -0.68
11 C 0.22466 -5.48212 -1.46833  -0.69
12 Br 1.08321 -3.84686 -0.81228  0.65
13 H 1.97314 -6.36692 -2.44172  0.06
14 H 1.80213 -6.73730 -0.70669  0.05
15 H -0.51152 -5.70532 -0.71407  -0.01
16 H -0.18677 -5.19279 -2.42839  0.06
17 Br 1.95944 8.02189 -2.95492  0.65
18 C 1.96738 6.19961 -2.31032  -0.75
19 C 1.03132 5.38052 -3.12520  -0.67
20 Br 1.00517 3.54408 -2.46886  0.70
21 H 1.71051 6.20050 -1.25614  0.04
22 H 2.97642 5.81733 -2.39023  0.03
23 H 1.38214 5.33300 -4.15434  0.06
24 H 0.00065 5.70700 -3.17484  0.06
25 Br 2.07747 4.93711 3.32063  0.60
26 C 0.45940 4.92717 2.23372  -0.68
27 C 0.03684 3.48038 1.99201  -0.73
28 Br -1.31446 3.44310 0.61307  0.70
29 H 0.62603 5.52087 1.34187  0.04
30 H -0.25221 5.47455 2.84698  0.05
31 H -0.30038 3.05303 2.92858  0.05
32 H 0.89412 2.94458 1.60144  -0.01
33 Br -3.74430 -2.60079 -1.78725  0.61
34 C -4.35370 -4.40570 -1.37554  -0.67
35 C -4.16926 -4.74049 0.08148  -0.71
36 Br -5.12412 -3.56946 1.27220  0.63
37 H -3.75926 -5.05169 -2.01583  0.06
38 H -5.38054 -4.46282 -1.72210  0.06
39 H -3.10553 -4.73510 0.30756  0.04
40 H -4.53152 -5.74639 0.28571  0.06
41 Br 1.85789 -2.97754 5.69273  0.70
42 C 2.10769 -1.05775 5.56024  -0.70
43 C 2.10081 -0.63199 4.11701  -0.72
44 Br 2.42222 1.29015 4.07896  0.65
45 H 3.02619 -0.77141 6.06132  0.05
46 H 1.29428 -0.60725 6.12054  0.05
47 H 1.13856 -0.79597 3.64863  -0.08
48 H 2.86918 -1.14769 3.55136  0.07
49 Br -1.70974 -1.54699 4.13892  0.68
50 C -1.59658 -2.98186 2.83874  -0.68
51 C -0.21377 -3.55170 2.97942  -0.75
52 Br -0.10206 -5.27796 2.11084  0.67
53 H -1.80208 -2.57172 1.85909  0.03
54 H -2.30399 -3.72005 3.18392  0.04
55 H -0.03992 -3.71866 4.03676  -0.04
56 H 0.56740 -2.91889 2.57495  0.03
57 Br -3.81347 -0.19860 1.28280  0.65
58 C -3.71805 1.23354 2.58820  -0.72
59 C -4.90293 1.06242 3.49407  -0.72
60 Br -4.94087 2.50111 4.80342  0.62
61 H -3.75807 2.16783 2.04639  0.02
62 H -2.80419 1.14130 3.16396  0.02
63 H -4.86297 0.12752 4.04213  0.05
64 H -5.85430 1.11933 2.98086  0.05
65 Br -0.76716 2.08080 -7.56541  0.62
66 C 1.12789 1.62561 -7.53400  -0.69
67 C 1.53595 1.49244 -6.08763  -0.71
68 Br 3.47637 1.17722 -5.98860  0.59
69 H 1.62647 2.46126 -8.00377  0.05
70 H 1.28128 0.70980 -8.08945  0.06
71 H 1.14725 0.63557 -5.56247  -0.01
72 H 1.36770 2.42122 -5.55827  0.02
73 Br 3.98444 4.09014 -0.06263  0.66
74 C 3.42110 2.22813 0.05960  -0.73
75 C 4.06262 1.48047 -1.05647  -0.69
76 Br 3.53821 -0.39185 -0.89587  0.67
77 H 2.33495 2.17024 0.07873  0.01
78 H 3.73202 1.83835 1.02736  0.04
79 H 5.13941 1.51992 -0.94568  0.05
80 H 3.79218 1.87286 -2.02897  0.04

Energy above the most stable structure, in kJ/mol: (one) 220.5; (two) 0.0